The following is a DFT calculation (ωB97M-V/def2-TZVPD) of C48H51MnN7S4 as an isolated structure.

Properties
<S²>: 4.060
Multiplicity: 4
Total energy, eV: -135653.3517
ΔE to the lowest compared entry with this formula, charge and spin, kJ/mol: 64.11
HOMO-LUMO gap (spin up / spin down), eV: 6.173 / 7.824
Charge: +4

Positions of all 111 atoms, in Å:
Mn -0.82 1.10 0.47
N -1.52 -0.51 0.22
S -1.71 -1.82 -0.50
N -0.56 -2.42 -1.43
S 0.99 -2.35 -1.30
N 1.65 -0.96 -1.56
S 2.02 0.27 -0.63
N 0.89 1.08 0.00
C 3.17 -0.27 0.57
C 3.07 0.23 1.86
C 3.98 -0.19 2.82
C 4.98 -1.10 2.48
C 5.07 -1.59 1.18
C 4.17 -1.18 0.21
C 2.88 1.29 -1.77
C 4.19 1.66 -1.55
C 4.83 2.45 -2.50
C 4.14 2.85 -3.64
C 2.82 2.47 -3.85
C 2.17 1.69 -2.91
C 1.55 -3.07 0.21
C 2.36 -4.19 0.18
C 2.77 -4.74 1.39
C 2.38 -4.16 2.58
C 1.57 -3.03 2.59
C 1.14 -2.47 1.40
C 1.55 -3.34 -2.63
C 2.71 -2.97 -3.30
C 3.17 -3.80 -4.31
C 2.49 -4.97 -4.62
C 1.33 -5.32 -3.93
C 0.85 -4.50 -2.92
C -2.14 -3.08 0.65
C -1.62 -4.36 0.55
C -2.05 -5.33 1.46
C -2.99 -5.01 2.42
C -3.52 -3.72 2.49
C -3.10 -2.75 1.61
C -3.06 -1.73 -1.63
C -3.23 -2.74 -2.58
C -4.35 -2.70 -3.38
C -5.29 -1.68 -3.22
C -5.11 -0.69 -2.26
C -3.98 -0.71 -1.45
H 2.27 0.92 2.12
H 3.92 0.18 3.83
H 5.69 -1.42 3.22
H 5.86 -2.29 0.92
H 4.25 -1.55 -0.80
H 4.73 1.36 -0.66
H 5.85 2.75 -2.35
H 4.65 3.45 -4.39
H 2.30 2.77 -4.75
H 1.15 1.37 -3.07
H 2.67 -4.64 -0.76
H 3.40 -5.62 1.39
H 2.70 -4.60 3.52
H 1.27 -2.58 3.53
H 0.51 -1.59 1.41
H 3.22 -2.05 -3.06
H 4.06 -3.53 -4.85
H 2.86 -5.61 -5.41
H 0.80 -6.23 -4.19
H -0.06 -4.77 -2.39
H -0.90 -4.62 -0.21
H -1.65 -6.33 1.40
H -3.33 -5.77 3.11
H -4.28 -3.49 3.23
H -3.53 -1.75 1.64
H -2.50 -3.53 -2.70
H -4.50 -3.46 -4.13
H -6.17 -1.66 -3.85
H -5.84 0.09 -2.14
H -3.83 0.04 -0.69
C -0.66 5.12 3.59
N -0.26 4.57 2.26
C 0.31 5.66 1.40
C 0.72 3.41 2.34
C 0.16 2.22 3.07
C 0.37 2.13 4.45
C -0.13 1.07 5.19
C -0.85 0.07 4.57
C -1.05 0.10 3.19
C -0.54 1.17 2.46
H -1.39 5.91 3.43
H 0.22 5.54 4.08
H -1.10 4.33 4.19
H -1.09 4.21 1.79
H 1.22 6.03 1.87
H -0.41 6.46 1.31
H 0.54 5.24 0.42
H 1.60 3.80 2.85
H 0.99 3.18 1.31
H 0.94 2.90 4.94
H 0.05 1.04 6.26
H -1.26 -0.75 5.14
H -1.58 -0.70 2.70
C -2.95 5.68 -2.86
N -2.50 4.61 -1.95
C -3.07 4.12 -0.87
S -2.19 2.88 0.02
N -4.24 4.47 -0.37
C -5.29 5.35 -0.94
H -2.09 6.02 -3.42
H -3.34 6.53 -2.30
H -3.70 5.31 -3.56
H -1.65 4.14 -2.22
H -4.48 4.00 0.49
H -5.44 5.13 -1.99
H -5.05 6.40 -0.79
H -6.21 5.12 -0.41

The following is a DFT calculation (ωB97M-V/def2-TZVPD) of C48H52AsF3N2O8S2SiTi as an isolated structure in a non-equilibrium geometry.

Properties
Total energy, eV: -191637.9717
HOMO-LUMO gap, eV: 4.298
Charge: -2

Positions of all 118 atoms, in Å:
Ti -0.76 -1.05 -0.45
C -3.50 -3.22 -1.45
Si -1.70 -3.73 -1.76
C -1.51 -5.39 -0.76
C -1.74 -4.17 -3.66
N -0.29 -2.74 -1.48
C 0.96 -3.25 -1.65
C 1.19 -4.53 -2.21
C 2.45 -5.08 -2.37
C 3.57 -4.38 -1.98
C 3.40 -3.11 -1.46
C 2.14 -2.54 -1.31
O 2.09 -1.25 -0.79
C 2.86 -0.32 -1.44
C 3.35 0.76 -0.70
C 4.14 1.72 -1.31
C 4.46 1.63 -2.65
C 3.96 0.56 -3.39
C 3.17 -0.40 -2.79
H -4.16 -4.08 -1.55
H -3.83 -2.46 -2.15
H -3.62 -2.80 -0.46
H -1.64 -6.27 -1.39
H -2.26 -5.43 0.03
H -0.54 -5.45 -0.29
H -1.83 -5.25 -3.83
H -0.86 -3.84 -4.19
H -2.60 -3.70 -4.13
H 0.35 -5.10 -2.54
H 2.54 -6.06 -2.82
H 4.57 -4.80 -2.08
H 4.26 -2.51 -1.18
H 3.08 0.85 0.35
H 4.50 2.56 -0.72
H 5.07 2.38 -3.13
H 4.18 0.48 -4.44
H 2.77 -1.21 -3.38
C -3.77 6.09 -1.49
C -3.86 4.60 -1.69
C -3.25 3.98 -2.78
C -3.21 2.61 -2.90
C -3.82 1.81 -1.93
C -4.52 2.43 -0.89
C -4.53 3.80 -0.76
S -3.71 0.01 -1.88
O -4.45 -0.37 -0.70
O -4.28 -0.44 -3.15
N -2.18 -0.42 -1.75
C -1.45 -0.33 -2.99
C -0.11 0.34 -2.67
O 0.55 0.89 -3.54
O 0.19 0.26 -1.43
H -2.86 6.33 -0.92
H -4.63 6.47 -0.93
H -3.72 6.61 -2.45
H -2.78 4.60 -3.54
H -2.71 2.16 -3.74
H -5.04 1.78 -0.20
H -5.05 4.26 0.07
H -2.01 0.22 -3.76
H -1.23 -1.33 -3.40
C 5.54 -1.43 1.20
C 4.82 -0.80 2.37
S 2.96 -1.08 2.22
O 2.43 -0.15 3.23
C 2.96 -2.73 3.08
C 2.97 -2.55 4.58
H 6.62 -1.32 1.28
H 5.21 -0.95 0.28
H 5.31 -2.50 1.13
H 4.94 0.28 2.36
H 5.18 -1.19 3.33
H 3.79 -3.31 2.71
H 2.03 -3.18 2.75
H 3.98 -2.36 4.95
H 2.57 -3.42 5.09
H 2.35 -1.68 4.83
C -0.81 4.04 4.94
C -1.23 4.34 3.66
C -0.78 3.59 2.58
C 0.11 2.52 2.77
C 0.52 2.24 4.07
C 0.07 2.98 5.15
As 0.51 1.21 1.25
C 0.53 2.73 -0.01
C -0.28 3.01 -1.10
C 0.05 4.02 -1.99
C 1.18 4.80 -1.79
C 1.98 4.56 -0.69
C 1.66 3.53 0.18
C -1.26 0.58 1.64
C -1.22 -0.54 2.63
C -2.45 -0.70 3.43
C -3.60 -0.05 3.09
C -3.63 0.85 2.01
C -2.46 1.16 1.31
H -1.18 4.62 5.78
H -1.92 5.16 3.50
H -1.11 3.85 1.58
H 1.21 1.42 4.21
H 0.41 2.75 6.15
H -1.16 2.41 -1.29
H -0.57 4.18 -2.86
H 1.44 5.58 -2.49
H 2.87 5.16 -0.52
H 2.28 3.32 1.05
H -0.32 -0.49 3.26
H -2.42 -1.40 4.25
H -4.49 -0.18 3.69
H -4.55 1.37 1.78
H -2.48 1.96 0.57
F -2.14 -3.79 2.38
C -0.95 -3.15 2.40
F -0.07 -4.00 1.83
F -0.60 -3.13 3.71
C -0.94 -1.79 1.66
O -1.90 -1.85 0.70
O 0.28 -1.63 1.10